Record 1
An isolated ion of composition C2H4NO2 and charge -1 at a distorted geometry. Source: the Open Molecules 2025 dataset; level of theory: ωB97M-V with the def2-TZVPD basis set.

## Properties
* total energy: -283.83784 a.u.
* total charge: -1
* SMILES string: O=CNC[O-]
* energy relative to the best compared isomer or geometry (same formula, charge and spin): 192.1 kJ/mol
* E_LUMO: 4.4237 eV
* multiplicity: 1
* Kohn-Sham gap: 0.2742 hartree

Geometry as XYZ:
```
9
Properties=species:S:1:pos:R:3:lowdin_charge:R:1
O 1.221 -0.699 2.102 -0.05
C 0.467 -0.651 1.178 -0.51
N 0.455 0.153 0.144 0.06
C -0.605 0.471 -1.014 -0.50
O -0.349 -0.252 -2.095 -0.33
H -0.178 -1.565 1.040 0.13
H 1.216 0.735 0.185 0.07
H -1.474 0.189 -0.471 0.04
H -0.754 1.619 -1.068 0.09
```

Record 2
An isolated ion of composition C2H4NO2 and charge +1 at a distorted geometry. Source: the Open Molecules 2025 dataset; level of theory: ωB97M-V with the def2-TZVPD basis set.

## Properties
* total energy: -283.47981 a.u.
* total charge: +1
* SMILES string: [NH3+][C@H]1OC1=O
* energy relative to the best compared isomer or geometry (same formula, charge and spin): 200.5 kJ/mol
* E_LUMO: -4.6163 eV
* multiplicity: 1
* Kohn-Sham gap: 0.4244 hartree

Geometry as XYZ:
```
9
Properties=species:S:1:pos:R:3:lowdin_charge:R:1
N 1.116 -0.321 -0.231 0.27
C -0.214 0.426 0.559 0.02
O -1.091 1.082 -0.359 0.19
C -1.491 -0.097 0.119 -0.43
O -2.267 -0.948 0.014 0.27
H 2.045 0.008 0.001 0.16
H 1.072 0.074 -1.184 0.16
H 0.860 -1.328 -0.311 0.18
H -0.030 1.105 1.392 0.17
```

Among the records above, which one has the lowest energy relative to the best compared isomer or geometry (same formula, charge and spin)? number 1